No. 1
The following is a quantum chemistry calculation of a structure of composition C37H39Ge2N5OPPdS, from OMol25.

Properties
Energy above the lowest of the compared OMol25 structures with the same formula, charge and spin (kcal per mole): 40.65
LUMO level (eV): -3.02
Net charge: +1
Kohn-Sham gap (eV): 6.420
Highest occupied orbital energy (eV): -9.4

Element x y z (Å)
Pd  1.23387  -0.00844  0.16539
O  3.62077  1.57226  0.63599
N  3.24527  0.21176  0.56419
C  4.27107  -0.55784  0.33709
C  4.30867  -1.98224  0.29279
C  5.57747  -2.58364  0.15179
C  5.73547  -3.94884  0.18869
C  4.63227  -4.77594  0.39479
C  3.37627  -4.21364  0.52359
C  3.19227  -2.83414  0.44969
P  1.46877  -2.25374  0.46349
C  0.88967  -2.92304  -1.14501
C  0.49627  -4.23484  -1.38151
C  0.12277  -4.61954  -2.65911
C  0.13567  -3.70884  -3.70231
C  0.54867  -2.40404  -3.47881
C  0.93217  -2.01634  -2.20991
C  0.81457  -3.10914  1.91709
C  1.51587  -2.82714  3.09019
C  1.13987  -3.40074  4.28699
C  0.05667  -4.26754  4.32709
C  -0.65563  -4.53104  3.16799
C  -0.28923  -3.94894  1.96539
H  2.99737  2.03096  1.22369
H  5.23027  -0.05524  0.24209
H  6.43927  -1.94424  0.01549
H  6.72007  -4.37994  0.07549
H  4.76117  -5.84704  0.44809
H  2.52107  -4.85094  0.71129
H  0.46857  -4.95334  -0.57611
H  -0.17253  -5.64054  -2.84581
H  -0.17763  -4.01304  -4.68911
H  0.57617  -1.69234  -4.29151
H  1.26027  -0.98224  -2.02601
H  2.35867  -2.14734  3.04979
H  1.69647  -3.16924  5.18269
H  -0.22943  -4.72544  5.26229
H  -1.51083  -5.18884  3.18679
H  -0.87373  -4.13434  1.07819
N  0.67237  5.06606  -2.65741
C  1.51367  5.08046  -1.60901
N  1.94437  6.25386  -1.13321
N  1.94567  3.99696  -1.02791
C  1.58387  2.79206  -1.18181
N  1.30157  1.66276  -1.22731
H  0.40437  5.91566  -3.12211
H  0.32067  4.18606  -2.99851
H  1.65447  7.12946  -1.53181
H  2.54597  6.24536  -0.32841
S  -1.58733  -1.68184  -0.08281
C  -0.75853  -0.30954  0.15319
C  -3.50383  -0.45084  -2.85731
Ge  -2.92843  1.36986  -2.33391
C  -4.47533  2.59556  -2.57711
C  -1.46453  1.97556  -3.54601
Ge  -1.93303  1.28396  -0.03091
C  -0.89693  2.85666  0.60219
C  -1.34773  4.11956  0.24629
C  -0.71773  5.25876  0.71109
C  0.38547  5.14456  1.53959
C  0.85917  3.88956  1.89019
C  0.21417  2.75286  1.42949
C  -3.17133  0.80276  1.44249
C  -2.62043  0.48806  2.67769
C  -3.42513  0.08086  3.72289
C  -4.79493  -0.00784  3.54169
C  -5.35293  0.29736  2.31289
C  -4.54093  0.68946  1.26409
H  -3.97103  -0.38104  -3.83481
H  -4.21773  -0.87504  -2.15801
H  -2.66363  -1.13244  -2.93071
H  -4.81073  2.47996  -3.60401
H  -4.20603  3.63536  -2.42511
H  -5.30563  2.35286  -1.92291
H  -1.60113  1.53746  -4.53051
H  -0.49243  1.68066  -3.15541
H  -1.50513  3.05586  -3.65651
H  -2.21913  4.20406  -0.39121
H  -1.09803  6.23156  0.43869
H  0.87227  6.03116  1.91879
H  1.72717  3.80776  2.53279
H  0.57937  1.75136  1.72639
H  -1.54623  0.54726  2.81399
H  -2.98473  -0.16594  4.67699
H  -5.42753  -0.32474  4.35539
H  -6.42073  0.23156  2.17009
H  -4.97023  0.90676  0.29469

---

No. 2
The following is a quantum chemistry calculation of a structure of composition C37H39N4O4PSn, from OMol25.

Properties
Energy above the lowest of the compared OMol25 structures with the same formula, charge and spin (kcal per mole): 6.38
LUMO level (eV): -4.97
Net charge: +2
Kohn-Sham gap (eV): 7.680
Highest occupied orbital energy (eV): -12.7

Element x y z (Å)
Sn  1.27514  -0.47102  0.48526
O  2.61092  0.88012  1.83953
C  1.83638  0.68635  2.81799
O  1.31378  -0.42497  3.03020
C  1.31317  1.87511  3.53080
C  1.78550  2.45893  4.69133
C  1.13615  3.57653  5.19185
C  0.01489  4.08100  4.55484
C  -0.46867  3.49009  3.39907
C  0.20028  2.39255  2.86533
P  -0.31362  1.62136  1.28983
C  -2.04798  1.21468  1.67092
C  -2.25219  -0.00406  2.31328
C  -3.51582  -0.35787  2.74678
C  -4.58569  0.49604  2.52488
C  -4.38357  1.70796  1.88344
C  -3.11799  2.07469  1.45882
C  -0.38174  3.01805  0.13866
C  0.36530  4.17352  0.33939
C  0.30620  5.19484  -0.59201
C  -0.47121  5.05766  -1.73062
C  -1.19260  3.89258  -1.94650
C  -1.14462  2.87228  -1.01716
H  2.65004  2.05361  5.19337
H  1.50863  4.05070  6.08687
H  -0.48458  4.94566  4.96069
H  -1.34983  3.88688  2.91553
H  -1.39336  -0.64510  2.49553
H  -3.66869  -1.28619  3.27896
H  -5.57519  0.21987  2.85537
H  -5.21345  2.37888  1.73162
H  -2.96417  3.02538  0.96918
H  0.98530  4.27336  1.21851
H  0.86887  6.10075  -0.42630
H  -0.50314  5.85107  -2.46111
H  -1.79443  3.77922  -2.83620
H  -1.70700  1.96029  -1.17493
O  -2.06105  0.63814  -5.89311
C  -2.37459  -0.55226  -5.21459
C  -1.64029  -0.52429  -3.90308
C  -2.22245  -0.88987  -2.69250
C  -1.45305  -0.80614  -1.54748
N  -0.18328  -0.42827  -1.54400
C  0.38935  -0.06025  -2.69440
C  -0.32158  -0.08427  -3.88752
C  1.78183  0.40359  -2.62040
C  2.56653  0.59197  -3.74893
C  3.86051  1.09068  -3.62308
C  4.69843  1.24711  -4.86763
O  4.55176  0.13962  -5.71867
C  4.32886  1.37994  -2.34817
C  3.50291  1.12989  -1.26537
N  2.27576  0.64101  -1.39547
H  -2.51246  0.67253  -6.74384
H  -2.02640  -1.42438  -5.79401
H  -3.45450  -0.66246  -5.04937
H  -3.25546  -1.19852  -2.63364
H  -1.86254  -1.03145  -0.57049
H  0.11510  0.26713  -4.80664
H  2.21846  0.33459  -4.73611
H  5.74832  1.43119  -4.61691
H  4.32314  2.11203  -5.42627
H  5.12443  -0.57291  -5.41886
H  5.32361  1.77167  -2.20511
H  3.82546  1.30767  -0.24578
C  -1.48682  -5.18159  1.52535
C  -1.25301  -3.73730  1.01878
N  0.11851  -3.33595  1.27036
C  0.41253  -3.44148  2.69000
C  0.30692  -4.91207  3.15142
N  -0.18055  -5.70994  1.99533
C  0.81267  -5.66788  0.89199
C  1.02289  -4.18223  0.51470
H  -1.86820  -5.82976  0.73459
H  -2.19546  -5.21054  2.35506
H  -1.91625  -3.03477  1.52423
H  -1.44222  -3.66101  -0.05330
H  -0.28094  -2.80182  3.23475
H  1.40816  -3.03444  2.86818
H  -0.38909  -5.02441  3.98522
H  1.27348  -5.30840  3.46762
H  -0.30352  -6.68116  2.29203
H  0.42760  -6.24863  0.05125
H  1.74007  -6.13600  1.22623
H  0.83924  -4.02388  -0.54999
H  2.04617  -3.86123  0.72464

---

Q: Which of these has the lowest LUMO level?
A: C37H39N4O4PSn